{
  "formula": "C12H22N2O10S4",
  "method": "ωB97M-V with the def2-TZVPD basis set",
  "spin_multiplicity": 1,
  "relative_energy_kj_mol": 0.0,
  "total_energy_ha": -2925.02344,
  "homo_lumo_gap_ev": 9.43,
  "species": ["S", "S", "S", "S", "O", "O", "O", "O", "O", "O", "O", "O", "O", "O", "N", "N", "C", "C", "C", "C", "C", "C", "C", "C", "C", "C", "C", "C", "H", "H", "H", "H", "H", "H", "H", "H", "H", "H", "H", "H", "H", "H", "H", "H", "H", "H", "H", "H", "H", "H"],
  "positions_angstrom": [[-2.566, -0.445, 4.557], [1.645, -0.159, 0.206], [2.058, 1.090, 2.936], [-1.071, 1.381, 2.805], [-3.524, 0.658, 4.650], [-2.401, -1.144, 5.841], [3.407, -3.541, -2.381], [1.402, -3.869, -3.364], [-0.958, 0.399, 1.738], [-1.444, -0.976, -3.563], [1.884, 0.534, 4.287], [-0.264, 3.345, -0.232], [3.022, 0.270, -0.105], [-1.707, 4.074, -1.888], [-2.063, 1.840, -2.916], [0.195, -1.665, -2.429], [1.603, -1.886, -2.033], [-0.951, 0.297, 4.245], [1.826, -0.500, 2.007], [1.745, -1.868, -0.506], [-0.294, -0.721, -3.282], [0.481, 0.504, -3.789], [0.508, 1.683, -2.798], [-0.838, 1.837, -2.012], [0.563, 2.174, 2.726], [-0.884, 3.212, -1.281], [-2.894, -1.628, 3.227], [2.141, -3.203, -2.633], [-2.058, -2.273, 3.140], [-3.071, -1.074, 2.292], [-3.790, -2.166, 3.550], [-0.076, 0.835, -4.702], [3.502, -4.391, -2.867], [0.657, 2.650, 1.749], [-0.420, -2.467, -2.414], [-0.665, 0.857, 5.133], [2.723, -1.113, 2.156], [2.670, -2.283, -0.170], [1.473, 0.233, -4.156], [-0.261, -0.480, 4.026], [0.935, -0.995, 2.414], [-2.912, 1.915, -2.345], [0.721, 2.582, -3.386], [-2.155, 0.926, -3.389], [0.536, 2.934, 3.478], [-0.934, 1.046, -1.246], [0.942, -2.482, -0.123], [2.245, -1.092, -2.403], [1.341, 1.590, -2.088], [-2.024, 3.556, -2.663]],
  "forces_ev_per_angstrom": [[-0.71, 0.93, 3.40], [0.35, -1.20, 0.05], [-0.10, 0.00, 0.12], [0.57, 1.00, 0.58], [0.69, -1.17, -1.37], [0.14, -0.06, -2.09], [-0.45, -0.28, -0.16], [1.64, 0.88, 1.44], [-0.70, -1.66, -2.27], [-1.50, 1.25, -1.34], [0.37, -0.05, 1.27], [-1.07, 0.77, -1.62], [0.89, 1.22, -0.64], [1.03, 0.22, 1.09], [0.64, -0.72, 0.22], [2.99, 0.12, 0.68], [-0.22, 0.26, 0.28], [-0.67, 0.76, 0.00], [-1.39, -0.03, -1.07], [-1.41, -0.19, 0.38], [0.25, -0.94, 0.37], [-0.96, -0.14, -0.61], [-0.45, -0.07, 0.20], [-0.87, 0.31, -0.53], [-0.04, -1.13, -0.48], [0.60, -1.49, 1.01], [-0.99, 1.44, 0.21], [-2.36, -0.58, -1.64], [0.78, -0.61, -0.01], [0.11, -0.20, 0.41], [0.18, 0.09, -0.02], [0.29, -0.40, 0.77], [0.26, 0.44, 0.32], [-0.46, -0.01, -0.19], [0.15, -0.04, 0.13], [-0.19, -0.25, 0.23], [0.00, 0.52, 0.05], [0.83, -0.04, 0.19], [0.07, -0.01, 0.32], [0.69, -0.51, 0.00], [0.31, 0.22, -0.13], [0.45, -0.22, 0.01], [-0.17, -0.01, 0.14], [0.20, 0.62, 0.11], [0.76, 0.43, 0.71], [0.27, 0.38, -0.17], [-0.35, -0.21, 0.35], [-0.01, 0.26, -0.35], [-0.33, -0.03, 0.04], [-0.13, 0.16, -0.40]],
  "lowdin_charge": [0.619, 0.886, 0.914, 0.901, -0.341, -0.338, 0.133, 0.094, -0.563, 0.046, -0.541, 0.072, -0.529, 0.114, 0.042, 0.116, -0.239, -0.399, -0.451, -0.250, -0.468, -0.083, -0.118, -0.243, -0.438, -0.461, -0.122, -0.445, 0.054, 0.070, 0.079, 0.135, 0.151, 0.040, 0.152, 0.101, 0.085, 0.091, 0.117, 0.044, 0.051, 0.103, 0.126, 0.067, 0.065, 0.134, 0.103, 0.145, 0.099, 0.077]
}